Below is C17H17BrClN3O5PReS2 as an isolated structure at a distorted geometry, with properties calculated with the ωB97M-V functional and the def2-TZVPD basis.

Summary:
charge: +1
electronic energy: -5448.3085 hartree
2S+1: 2
energy relative to the best compared isomer or geometry (same formula, charge and spin): 1.091 eV
<S²>: 0.77
frontier orbital gap (spin up / spin down): 5.72 / 6.03 eV
LUMO (spin up / spin down): -5.3022 / -4.9330 eV

Geometry (Å):
Re (2.1483, -0.5590, 0.8826)
Br (1.9717, 0.0319, 3.1722)
Cl (4.4154, -2.1586, 1.1451)
S (-0.1491, 2.5449, 1.0992)
S (-0.0390, -0.8629, 0.4679)
P (-1.1475, 0.9119, 1.0535)
O (4.3357, -0.6421, 1.1204)
O (2.9124, -2.4661, 1.3632)
O (5.1901, -2.6348, 2.2129)
O (2.2762, 1.1958, -0.3512)
O (4.8039, -2.6539, -0.1277)
N (2.5277, -0.7809, -1.2611)
N (2.7643, 1.1437, -2.5999)
N (2.6102, -2.9039, -2.1166)
C (-3.4473, -0.1592, -0.0946)
C (2.9619, -1.0179, -3.5827)
C (-4.3891, -0.2835, -1.1041)
C (2.5272, 0.5615, -1.4128)
C (-1.5467, -0.7575, 3.3006)
C (-1.9086, 0.3860, 2.5954)
C (-2.4386, 1.6960, -1.2648)
C (-2.4664, 0.8305, -0.1751)
C (-3.3855, 1.5682, -2.2715)
C (2.9872, 0.3245, -3.6760)
C (2.7077, -1.6018, -2.3027)
C (-2.9273, 1.2101, 3.0793)
C (-3.2275, -0.2698, 4.9480)
C (2.8023, 2.6172, -2.6960)
C (-3.5839, 0.8786, 4.2514)
C (-2.2070, -1.0826, 4.4786)
C (-4.3527, 0.5749, -2.1960)
H (2.5267, -3.2783, -1.1826)
H (3.1268, -1.6335, -4.4532)
H (-3.3779, 2.2526, -3.1099)
H (-5.0856, 0.4737, -2.9858)
H (-5.1566, -1.0429, -1.0360)
H (-1.6922, 2.4805, -1.2954)
H (3.1783, 0.8321, -4.6110)
H (-4.3723, 1.5180, 4.6253)
H (2.6923, 2.8877, -3.7414)
H (-3.1970, 2.1122, 2.5425)
H (3.7480, 2.9853, -2.3066)
H (-0.7444, -1.3923, 2.9461)
H (2.7997, -3.5452, -2.8686)
H (-1.9222, -1.9694, 5.0289)
H (-3.7463, -0.5290, 5.8615)
H (-3.4854, -0.8204, 0.7632)
H (1.9818, 3.0277, -2.1145)